Below is a 2-piece molecular cluster, C19H37BNO9S overall at a distorted geometry, with properties calculated with the ωB97M-V functional and the def2-TZVPD basis.

The calculation puts the orbital gap at 3.65 eV. The calculation puts the highest occupied orbital energy at -1.60 eV. Its total charge is -1. As for the spin multiplicity: 1.

Last column: Löwdin charge in e.
Geometry (Å):
C1 3.28346 -1.51330 -1.97870  -0.104
C2 1.80436 -1.93324 -1.83234  -0.232
C3 0.93638 -0.98325 -0.98159  -0.175
C4 -0.34068 -0.45629 -1.69291  -0.084
C5 -0.23258 0.88172 -2.41738  -0.375
C6 1.15520 1.04484 -3.02079  -0.090
O1 1.25713 2.19663 -3.85476  0.022
C7 1.92520 2.06574 -5.01847  -0.519
C8 3.12815 1.16029 -5.02292  0.013
O2 1.58584 2.68815 -5.98660  0.123
O3 -0.54169 2.00330 -1.54939  -0.100
S1 -1.25520 3.20692 -2.31033  0.617
O4 -2.49105 3.50744 -1.66610  -0.224
O5 -0.34043 4.27179 -2.54804  -0.212
O6 -1.51070 2.41977 -3.66864  -0.155
C9 -1.37462 0.97915 -3.45058  -0.096
B1 -2.76860 0.33471 -2.97718  -0.596
O7 -3.64126 0.97934 -2.16079  0.217
O8 -3.04164 -0.95709 -3.39931  0.019
C10 -3.56160 -1.06190 -4.72076  -0.066
H1 3.91519 -2.10867 -1.32303  0.069
H2 3.41336 -0.46684 -1.69844  0.057
H3 3.62266 -1.62098 -3.00988  0.057
H4 1.37934 -1.99384 -2.84086  0.087
H5 1.75274 -2.93778 -1.41525  0.104
H6 0.57393 -1.54597 -0.11928  0.096
H7 1.51959 -0.16942 -0.55178  0.105
H8 -0.64309 -1.21541 -2.41784  0.128
H9 -1.08457 -0.38979 -0.89558  0.129
H10 1.38838 0.13608 -3.57476  0.130
H11 1.85604 1.14187 -2.19008  0.141
H12 3.58562 1.04220 -4.04250  0.082
H13 2.82179 0.16633 -5.35902  0.094
H14 3.84984 1.54544 -5.73837  0.090
H15 -1.05134 0.52626 -4.39052  0.167
H16 -4.01056 1.81216 -2.46680  0.112
H17 -2.80741 -1.47296 -5.39497  0.090
H18 -3.89940 -0.09887 -5.11270  0.095
H19 -4.41455 -1.73901 -4.70697  0.091
C11 1.17062 -1.34548 5.78443  -0.049
C12 0.19913 -1.49490 4.59680  -0.538
C13 -1.22600 -1.18435 5.08250  -0.164
C14 -1.51239 0.29894 5.34556  -0.184
C15 -0.66919 1.22797 4.45700  -0.151
C16 -0.14422 0.56211 3.18198  -0.558
N1 0.65560 -0.59141 3.53303  -0.203
O9 1.15043 -1.24236 2.38190  -0.326
C17 0.78149 1.56456 2.49082  -0.053
C18 -1.28892 0.24147 2.21131  -0.028
C19 0.21687 -2.95280 4.15509  -0.076
H20 2.18145 -1.58826 5.45379  0.077
H21 0.90742 -2.01247 6.61796  0.068
H22 1.17500 -0.31954 6.15742  0.064
H23 -1.93072 -1.54706 4.33025  0.093
H24 -1.43512 -1.77104 5.98439  0.105
H25 -2.57594 0.48316 5.16698  0.097
H26 -1.34172 0.54333 6.39793  0.095
H27 -1.25366 2.11662 4.19836  0.107
H28 0.19599 1.59148 5.01988  0.104
H29 1.65508 1.75296 3.11681  0.079
H30 0.26161 2.51418 2.31471  0.074
H31 1.12363 1.17155 1.53435  0.056
H32 -1.82922 1.14835 1.91503  0.079
H33 -2.02483 -0.46007 2.60610  0.068
H34 -0.83892 -0.19253 1.31748  0.046
H35 -0.09707 -3.58729 4.99354  0.071
H36 1.21320 -3.25468 3.84168  0.067
H37 -0.46287 -3.11794 3.31918  0.073